# C59H166N14O17

17 unconnected molecules or ions with the total composition C59H166N14O17 at a distorted geometry (ωB97M-V with the def2-TZVPD basis set, OMol25).

The geometry in XYZ format:
```
256
Properties=species:S:1:pos:R:3:forces:R:3
C 5.708165 1.016104 0.780169 0.2054 1.1761 1.0727
C 5.811237 -0.334905 0.165069 1.2287 -1.0600 -0.0798
C 6.868656 -0.330917 -0.953531 0.2143 0.0433 -0.3074
O 6.695721 0.762400 -1.810287 -1.5444 0.5502 0.1570
C 7.344812 0.745799 -3.052217 1.5050 0.3782 1.7355
N 6.276378 -1.246005 1.210254 1.6649 0.3895 1.9672
H 6.740347 1.437615 1.039521 -1.2887 -0.4681 -0.6762
H 5.152845 1.029199 1.732562 0.0562 -0.3419 -0.2460
H 5.156060 1.665384 0.118194 0.2562 0.5525 -0.2624
H 4.863349 -0.761358 -0.239148 0.4817 0.6496 0.3426
H 6.739957 -1.274771 -1.487298 0.2609 -0.2336 -0.2820
H 7.899259 -0.295513 -0.525490 -0.5224 -0.1153 0.0055
H 8.418626 0.733319 -2.780338 -0.0582 -0.1930 -0.8725
H 7.130004 1.661732 -3.566648 -0.2172 0.4904 -0.1577
H 7.063809 -0.075709 -3.657596 -0.2176 -1.1002 -0.6592
H 7.047833 -0.748229 1.817641 -1.8947 -1.4325 -1.7077
H 6.651807 -2.149841 0.887747 -0.2006 0.7296 0.0234
C -1.429127 -6.966657 3.771182 1.2606 0.7361 1.2910
C -0.855577 -5.515253 3.705495 -0.1846 -0.9936 2.2639
C -0.480327 -5.063890 2.361468 -0.5463 1.2173 0.1947
O -1.675144 -4.966820 1.663131 -1.0092 -0.4462 -0.2285
C -1.515033 -4.365890 0.434357 -1.5991 0.6875 -0.4015
N -1.815754 -4.638428 4.376232 1.7152 0.7430 1.1571
H -0.636477 -7.689812 3.501182 -0.6232 0.1729 -0.1693
H -2.312480 -7.023619 3.162358 -0.3018 -0.3257 -0.3655
H -1.699365 -7.138910 4.846830 0.1419 0.0426 -1.0387
H 0.060388 -5.474414 4.316780 -0.1745 -0.2413 -0.0783
H 0.238933 -5.702371 1.945298 0.9309 -1.3678 -1.1492
H -0.001528 -4.086336 2.362898 0.1568 0.4662 0.3533
H -1.223864 -3.333069 0.514071 0.4697 0.7502 0.2729
H -2.467552 -4.345815 -0.114359 0.1309 -0.2848 0.2302
H -0.799350 -4.870470 -0.127951 1.3617 -0.8435 -1.2963
H -1.337685 -3.732546 4.549278 -0.6956 -0.5915 -0.3754
H -2.600827 -4.485676 3.797709 -0.9178 0.2916 -0.7093
C 5.260776 -3.522081 5.129430 0.1703 -0.3526 0.6848
C 5.027540 -3.069038 3.692558 0.7943 0.4142 0.9962
C 4.341094 -4.060593 2.832247 -0.3726 -1.4356 -1.2303
O 5.128471 -5.277212 2.737284 -0.3364 1.6922 -0.1294
C 4.562084 -6.230125 1.886556 0.0060 -0.1228 0.0941
N 4.371270 -1.785588 3.723251 -0.1620 0.5075 -0.0600
H 5.792443 -2.716890 5.648496 0.1503 -0.1825 -0.1794
H 5.871007 -4.429926 5.133629 -0.0514 0.0908 0.1269
H 4.385167 -3.710449 5.786191 0.0443 0.0128 -0.8540
H 6.019637 -2.914444 3.289594 0.3208 0.1813 -0.2215
H 4.113985 -3.700377 1.780248 0.3150 -0.0700 1.1084
H 3.394525 -4.273957 3.334370 -0.4545 -0.3131 -0.1855
H 5.285569 -6.999432 1.825250 0.6773 -1.0994 0.1047
H 4.379205 -5.976325 0.839764 -0.1477 0.8491 0.0512
H 3.663562 -6.621184 2.331033 -0.6804 -0.2957 0.0496
H 4.564560 -1.296259 2.854293 -0.3631 0.0035 -0.0491
H 3.380654 -1.890726 3.921677 0.0820 0.0981 -0.2887
C -6.586499 5.496628 -2.933883 -2.1894 2.0022 -1.8553
C -7.133925 4.296418 -2.263315 0.4249 -0.3351 0.2564
C -6.075666 3.244219 -2.042984 -0.7082 -0.4451 1.2115
O -5.570342 2.780112 -3.269386 0.1726 0.5093 0.7351
C -4.338365 2.121611 -3.118627 -0.4118 -1.1137 -0.0447
N -7.645436 4.654218 -0.935209 -0.2824 0.5888 -0.6844
H -6.238506 5.324346 -3.957849 0.3283 -0.2260 0.4149
H -5.890412 6.031540 -2.343094 1.1333 0.1317 0.6315
H -7.405753 6.287756 -3.087801 0.7016 -1.0961 0.2504
H -7.848286 3.761575 -2.878729 -0.6453 0.3078 -0.3889
H -6.625038 2.450531 -1.474258 0.5430 -0.1216 -0.4211
H -5.352994 3.631031 -1.300712 0.4257 -0.0731 -0.6705
H -4.484649 1.094518 -2.739613 0.0754 0.2545 0.1241
H -3.631028 2.627575 -2.480243 0.0813 0.4643 0.2905
H -3.914421 2.008044 -4.091742 0.3882 0.0946 -0.7259
H -8.473512 5.274602 -1.027394 0.6598 -0.9503 0.2731
H -7.856978 3.773103 -0.495324 -0.6732 0.0932 0.5377
C 1.107251 0.920895 0.032270 1.0361 0.4291 1.2640
C 0.133511 0.673917 -1.103112 -0.2537 1.8450 1.1575
C -1.059660 1.633401 -0.885941 0.2670 -0.7175 0.5618
O -1.666217 1.447534 0.387207 0.2124 -0.7354 -0.0471
C -2.630234 2.416656 0.697026 -1.3734 0.1089 -0.8590
N 0.772261 0.907293 -2.381271 -0.7028 -1.1706 -0.3128
H 1.845081 0.121156 0.275152 -0.5518 0.3219 -0.4669
H 0.610753 1.196445 0.985707 -0.1003 -0.5620 -0.5298
H 1.696481 1.842374 -0.152980 -0.0859 -0.3977 -0.3082
H -0.316210 -0.283497 -1.039566 -0.0092 -1.3608 -0.1352
H -1.737587 1.512671 -1.709932 -0.8359 -0.2630 -0.4237
H -0.727513 2.631882 -0.921235 0.7248 1.5591 -0.1691
H -2.179328 3.422337 0.644500 -0.4087 -0.0810 -0.2858
H -3.026613 2.288284 1.700155 0.3332 -0.2897 0.2099
H -3.576426 2.285075 0.046337 1.4239 0.6112 0.5427
H 0.072032 0.945858 -3.137278 0.5944 0.2383 0.1428
H 1.420459 1.668232 -2.356972 0.0102 0.6000 -0.0787
C 1.216336 -3.593003 6.582137 1.5600 0.6411 0.6241
C 0.528229 -2.248898 6.775985 0.8562 0.7104 1.1629
C 0.812395 -1.412476 5.538275 -1.1392 0.3318 -0.3633
O 0.284020 -2.052807 4.363444 0.5141 0.2414 -0.1155
C 0.531964 -1.252995 3.224666 0.7440 0.5348 -0.0229
N -0.861531 -2.396782 7.157792 0.6223 -1.5430 -0.3917
H 1.286336 -4.148312 7.524602 -0.5098 -0.1527 -0.3299
H 2.307829 -3.373606 6.341117 -1.3560 -0.3996 -0.1435
H 0.724354 -4.129298 5.772104 0.2329 -0.2573 0.1730
H 1.031772 -1.680810 7.639729 -0.4041 -0.7241 -1.1237
H 1.887447 -1.217922 5.427631 -0.0514 -0.0008 0.0144
H 0.256117 -0.463472 5.631879 0.4824 0.0380 -0.0035
H 0.255836 -0.199235 3.421306 -0.2047 -0.3692 -0.2511
H 0.051024 -1.638354 2.335763 -0.6893 -0.1500 0.0922
H 1.593863 -1.229408 2.907248 0.0058 -0.1318 0.5141
H -1.320025 -3.138616 6.615345 -0.0774 0.7824 0.3387
H -1.369090 -1.544970 7.243905 -0.5635 0.4245 -0.2707
C -0.968041 -2.714140 -2.403480 0.1362 -0.9243 -2.1020
C -2.225895 -2.856934 -3.329893 1.2603 1.2433 -1.0383
C -3.257112 -3.880981 -2.934402 0.7913 0.2048 0.3116
O -2.602236 -5.078028 -2.715360 -0.2228 -1.2816 0.2309
C -3.476847 -6.080314 -2.258245 0.6941 -0.5640 1.9535
N -2.880727 -1.533839 -3.376674 1.5851 -0.3768 0.8439
H -0.300082 -3.639423 -2.386689 -1.4130 1.3093 0.5490
H -1.397278 -2.373867 -1.475749 0.5910 -0.0600 0.7521
H -0.321332 -1.945999 -2.880944 -0.4866 -0.1274 0.5243
H -1.876733 -2.983309 -4.400663 -0.2872 -0.4897 1.1333
H -3.952134 -4.025891 -3.729959 -0.9112 0.1558 -0.8308
H -3.822334 -3.564194 -2.050499 0.0506 0.1817 0.2136
H -2.883482 -6.995493 -2.174130 -0.0203 0.1802 0.2693
H -4.321448 -6.358034 -2.839599 -0.7303 0.3356 -1.4206
H -3.941464 -5.835891 -1.259174 0.7188 -0.0352 -0.5850
H -3.104714 -1.214606 -2.432104 -0.9379 -0.1975 -0.6376
H -3.584192 -1.576275 -4.074010 -1.2881 0.4449 0.0790
C 0.779259 -5.599390 -3.233601 -0.0341 -1.5461 -0.2526
C 2.207933 -4.988205 -2.965385 -1.6916 -1.1206 -1.8089
C 2.511139 -5.205282 -1.529112 0.8826 2.8487 1.2095
O 1.781252 -4.315299 -0.656052 -0.7139 -0.7416 -0.1170
C 2.235479 -3.006304 -0.791926 1.3610 0.3980 0.4311
N 3.246686 -5.658232 -3.736514 0.6440 0.0121 -0.4405
H 0.906271 -6.743591 -3.234520 -0.0718 1.4508 -0.1840
H 0.322001 -5.318059 -4.205281 0.4623 -0.0868 0.4423
H -0.019306 -5.456177 -2.468991 0.9033 0.2394 -0.3141
H 2.252188 -3.950858 -3.333974 -0.1949 -0.1013 0.7660
H 3.540643 -4.873174 -1.390517 0.5107 -0.6398 0.0281
H 2.372736 -6.204422 -1.185077 -0.2254 -0.7745 0.1013
H 1.682354 -2.332174 -0.143134 -0.3303 -0.1068 0.0914
H 2.219417 -2.625257 -1.807059 -0.3826 0.0046 -0.1864
H 3.313606 -2.935908 -0.477544 -0.5437 -0.0668 -0.0741
H 3.633879 -5.075756 -4.482102 -0.3774 -0.0820 0.2851
H 3.020881 -6.568957 -4.104721 -0.2784 -0.0232 0.0988
C -1.097487 4.459738 -3.066414 -0.4580 -3.2094 -0.5060
C -1.788633 5.550930 -2.416554 -0.2246 2.4040 0.6258
C -0.888342 6.806058 -2.352585 0.8091 -2.0542 -0.1640
O -1.350048 7.647628 -1.369220 0.7848 2.1709 0.4569
C -0.448865 8.795913 -1.324934 -2.2762 0.7501 -1.2719
N -3.011382 5.871845 -3.164649 0.2419 -1.8699 0.9699
H -0.943883 4.649661 -4.117495 0.0544 0.0181 -0.4518
H -1.727820 3.524983 -2.955127 0.5954 0.9851 -0.5623
H -0.164377 4.169740 -2.628589 0.7794 0.1945 0.3630
H -2.056491 5.303812 -1.371917 -0.0114 0.0324 -0.4104
H -0.871992 7.265179 -3.352855 -0.0488 0.1352 0.0219
H 0.166093 6.514704 -2.117552 -0.4674 0.0065 -0.1855
H 0.096598 8.861413 -0.425978 0.7317 -0.2765 1.0526
H -1.026379 9.735844 -1.453312 -0.1204 -0.5492 0.4970
H 0.170235 8.844242 -2.209705 0.5898 -0.4777 -0.0310
H -3.578838 6.381267 -2.549218 -1.1782 0.9530 0.6843
H -2.803122 6.443630 -3.937588 0.3104 0.7700 -1.1259
C 2.000957 5.009926 0.550035 0.2998 -3.6480 -0.7083
C 3.475556 4.631177 0.899119 0.6721 1.0321 0.4213
C 4.517209 5.706467 0.412559 -0.9576 -0.4630 -0.9315
O 4.890754 5.477054 -0.951967 -0.1220 0.1143 0.8219
C 5.654272 6.521894 -1.521937 -1.0571 0.2945 -0.5117
N 3.551030 4.688257 2.385742 -1.1453 0.5291 -0.9712
H 1.769973 5.989146 0.854102 -0.3775 1.1883 0.4533
H 1.347752 4.218632 1.076821 0.6940 1.3887 -0.5138
H 1.761612 4.836486 -0.529756 0.4016 0.4631 0.7031
H 3.767173 3.630165 0.489803 -0.3262 0.7287 0.1222
H 5.393046 5.724598 1.033497 0.6417 -0.4256 0.4895
H 4.104158 6.714601 0.513169 -0.3762 0.0322 -0.0161
H 5.845898 6.153486 -2.520847 0.6011 0.0300 -0.2100
H 6.581584 6.776413 -0.983123 -0.3026 -0.1927 -0.0533
H 5.028045 7.438449 -1.695765 0.4758 -0.4655 0.5599
H 4.327764 4.228674 2.793241 1.0557 -0.5047 0.0005
H 2.750383 4.190746 2.735924 -0.2547 -0.1602 0.3082
C -4.043185 5.233562 2.605886 -0.4279 -0.1699 0.1288
C -5.284621 4.990981 1.739501 1.4197 0.2420 0.2336
C -6.178454 3.946794 2.321973 -1.0712 -1.2539 -0.8541
O -5.591603 2.643853 2.097650 -0.7093 0.2901 0.2040
C -6.318985 1.536234 2.678914 -0.7155 1.0983 -1.1202
N -6.050582 6.186486 1.513835 0.2801 1.2046 0.8234
H -3.263595 5.843915 2.170931 -0.1115 0.5156 -0.5790
H -3.511325 4.296585 2.805090 -0.4749 0.0328 0.4879
H -4.402879 5.756126 3.495759 0.3512 -0.3161 0.3466
H -4.944450 4.616672 0.803087 0.4239 -0.6970 -1.0521
H -7.114460 3.931165 1.713452 0.2745 0.3251 0.6475
H -6.426985 4.184071 3.366266 0.1508 -0.3577 -0.0101
H -6.143635 0.662961 2.029765 -0.2616 0.3777 0.3719
H -7.432830 1.704594 2.858162 1.3085 0.0299 -0.6059
H -5.855194 1.427074 3.609915 0.3559 -0.8328 1.6459
H -5.451940 7.009372 1.391979 -0.2445 -0.5050 0.0715
H -6.566419 6.051291 0.673169 -0.6106 0.0358 -0.7390
C 1.863785 -3.545728 -7.353540 2.3161 -2.1577 -0.0547
C 3.354567 -3.123892 -7.084067 -1.4351 0.4638 0.6148
C 3.650574 -1.817714 -7.827360 1.4473 -0.0144 1.6662
O 5.065690 -1.509858 -7.842013 -0.2000 -0.9819 -0.5096
C 5.735926 -2.370236 -8.782328 0.4685 1.7670 0.8847
N 3.728303 -3.077967 -5.640533 -0.4870 0.4328 -0.3861
H 1.792056 -4.601088 -6.966828 -0.3881 1.1290 0.0116
H 1.711757 -3.663912 -8.432294 -0.0296 0.3429 0.1014
H 1.146524 -2.897114 -6.937050 -0.8788 0.7306 0.6214
H 3.947538 -3.932644 -7.490973 0.2351 -0.1061 -0.2552
H 3.291018 -0.958248 -7.262098 -0.7433 -0.1317 -0.1932
H 3.228807 -1.917147 -8.804360 -0.1365 0.4166 -0.9932
H 5.574068 -3.394003 -8.540737 -0.0857 -0.9277 -0.0564
H 6.815620 -2.149656 -8.746751 -0.4715 -0.0518 0.0526
H 5.345044 -2.086610 -9.738003 -0.0588 -0.3256 -0.9651
H 4.702659 -2.807743 -5.682465 0.2531 0.0597 0.3915
H 3.252765 -2.322389 -5.099455 0.1538 -0.6297 -0.8240
C -3.103533 -1.841021 2.493635 0.9049 2.1813 0.8306
C -4.251455 -1.645741 1.569491 0.4010 -1.5789 -1.3938
C -3.749027 -1.160552 0.151541 0.8088 -0.4832 1.4787
O -4.744520 -1.270851 -0.814485 0.6715 0.0387 -0.6168
C -5.675172 -0.257136 -0.687643 -0.3635 1.7220 -0.8945
N -5.031335 -2.943295 1.590107 0.6312 1.0270 -0.3292
H -2.503738 -2.690980 2.319952 0.5227 -1.2021 -0.4394
H -3.523907 -1.910599 3.497957 0.3739 0.0331 0.1943
H -2.397035 -0.957530 2.426039 -0.7809 -0.7333 0.3161
H -4.812793 -0.877428 2.039256 -1.0370 0.7283 0.0318
H -2.992130 -1.882148 -0.205534 0.1295 0.3948 0.4589
H -3.295719 -0.094145 0.244312 -0.6984 -1.7261 -0.2840
H -5.960259 0.064060 -1.738589 -0.2197 -0.4320 1.3782
H -5.219392 0.652326 -0.182422 -0.6092 -0.8559 -0.4643
H -6.496008 -0.644949 -0.094009 -0.6013 0.3975 -0.0151
H -4.372198 -3.709390 1.730717 -0.1457 0.1845 -0.0940
H -5.494493 -3.118349 0.704259 -0.0284 0.1663 -0.0089
C -3.410006 1.181994 4.534355 1.8941 -0.0181 0.0184
C -1.922840 1.000750 5.057481 -0.9682 -0.7380 -1.2134
C -0.983317 2.002116 4.413684 -1.4413 1.5902 1.0772
O -1.485856 3.324235 4.682999 -0.1160 -0.5487 0.4778
C -0.557278 4.277284 4.217556 -0.8557 -0.2174 0.3025
N -1.893413 0.938476 6.476412 0.9405 -1.1089 1.5000
H -4.075729 0.390714 4.883358 0.1525 0.2683 0.2947
H -3.369680 1.126380 3.449889 -0.0879 -0.0298 -0.2111
H -3.704851 2.189731 4.775627 -0.6054 0.2342 0.2811
H -1.653942 0.014627 4.690219 0.3196 -0.3072 -0.0996
H -0.917434 1.907117 3.365693 -0.1412 -0.4804 -1.7018
H 0.021077 2.022341 4.764838 1.0839 -0.7190 0.7531
H -0.368932 3.949946 3.191580 0.4436 1.0063 -0.3277
H 0.353140 4.276697 4.812007 0.3946 -0.1972 0.0062
H -1.030469 5.254327 4.375774 0.1807 -0.1477 -0.6667
H -2.214972 1.774501 6.910238 -0.0384 0.6421 0.3610
H -1.003653 0.604727 6.921569 -1.1915 0.7916 -0.8640
C 3.691822 -0.921954 -2.835354 -0.3494 -1.7822 -0.4389
O 2.460379 -0.994611 -3.583202 0.7954 0.1428 0.6504
H 4.125176 -1.959685 -2.870294 -0.1679 0.8765 0.1490
H 4.410169 -0.257818 -3.273706 0.3078 0.5813 -0.3741
H 3.579884 -0.657972 -1.781661 -0.3918 0.0921 -0.1145
H 1.820144 -0.395061 -3.138124 -0.0807 0.1150 -0.1039
C -1.771359 0.414353 -5.665147 -1.0631 -0.1865 0.5564
O -1.302520 0.339075 -4.312233 1.0200 1.9746 -1.8964
H -2.167769 1.396631 -5.980643 0.0706 -0.1436 0.6722
H -1.017097 0.191665 -6.385892 0.9370 -0.3519 -0.2697
H -2.581969 -0.327731 -5.820530 0.3057 0.3577 0.0696
H -1.845388 -0.295889 -3.852063 -0.9930 -1.2733 0.5181
C 3.656613 1.705612 5.012261 1.1047 -0.4552 0.2379
O 3.000528 1.874327 3.751824 0.4198 0.1181 0.4207
H 3.050356 2.114364 5.832218 -0.0309 -0.4711 -0.0816
H 4.024841 0.645186 5.183099 -0.8542 1.0461 -0.1148
H 4.591391 2.289244 5.020107 -0.3654 0.0360 -0.2871
H 2.514576 1.070540 3.594018 -0.3333 -0.3834 -0.2086
```
Positions in Å, forces in eV/Å.

## Properties
- ΔE to the lowest compared entry with this formula, charge and spin: 0.0 kcal per mole
- Kohn-Sham gap: 9.2 eV
- HOMO level: -8.64 eV
- Molar mass: 1344.058 g mol⁻¹